{"formula": "C5H18NO4", "method": "ωB97M-V/def2-TZVPD", "gap_ev": 7.54, "relative_energy_kcal_mol": 0.0, "total_charge": -1, "e_lumo_ev": 3.42, "symbols": ["C", "N", "C", "O", "C", "C", "C", "H", "H", "H", "H", "H", "H", "H", "H", "H", "H", "H", "H", "H", "H", "O", "H", "H", "O", "H", "H", "O"], "coordinates": [[0.857773, 1.672143, 0.596199], [1.853483, 0.641398, 0.276412], [1.514068, -0.531295, -0.511526], [0.889545, -0.322935, -1.721116], [-0.584421, 1.167785, 0.511602], [-0.967189, 0.365657, 1.800898], [-2.166607, 1.022407, 2.477378], [1.051951, 1.947837, 1.640828], [1.008131, 2.582575, 0.002672], [2.691047, 1.069374, -0.092503], [2.458585, -1.103515, -0.606428], [0.831931, -1.173587, 0.116405], [-0.688782, 0.559212, -0.383385], [-1.290797, 1.989495, 0.369398], [-1.286610, -0.613024, 1.429973], [-0.128662, 0.217664, 2.474617], [-2.459696, 0.540460, 3.424949], [-3.077869, 0.915243, 1.889711], [-1.923251, 2.047602, 2.754656], [0.218763, -1.872806, -3.673951], [-0.434974, -1.560804, -2.384200], [-0.636200, -2.027480, -3.238683], [-1.155940, -2.903028, 1.379140], [-1.520084, -3.571531, 0.016860], [-1.540184, -3.692818, 0.957799], [2.036313, 0.377454, -2.518317], [1.890841, 1.290301, -3.796408], [2.558835, 0.966212, -3.192993]], "forces_ev_per_angstrom": [[0.1, -0.3, -0.1], [0.4, 0.2, 0.4], [-1.4, -0.7, -0.3], [0.6, -0.1, 0.4], [0.4, -0.2, 0.6], [-1.0, 0.1, -1.4], [0.0, -0.7, 1.2], [-0.1, 0.3, 0.0], [-0.1, -0.2, -0.2], [-0.1, 0.0, -0.1], [0.0, 0.1, 0.1], [0.5, 0.3, 0.1], [0.1, -0.1, 0.0], [0.1, 0.2, 0.2], [0.1, -0.2, 0.4], [0.2, 0.1, 0.0], [0.4, -0.1, -0.1], [0.2, 0.5, -0.4], [-0.3, 0.2, -0.3], [-0.4, 0.0, 0.2], [0.2, 0.1, -0.7], [0.3, 0.1, 0.4], [-0.2, -0.4, -0.6], [0.2, 0.4, -0.6], [0.0, 0.0, 1.2], [-0.5, 0.5, -0.8], [-0.2, 0.0, 0.1], [0.6, -0.3, 0.4]]}


{"formula": "C5H18NO5", "method": "ωB97M-V/def2-TZVPD", "gap_ev": 10.28, "relative_energy_kcal_mol": 16.0, "total_charge": 1, "e_lumo_ev": -2.79, "symbols": ["O", "C", "C", "N", "C", "C", "C", "H", "H", "H", "H", "H", "H", "H", "H", "H", "H", "H", "H", "O", "H", "H", "O", "H", "H", "O", "H", "H", "O"], "coordinates": [[-1.733159, 0.195134, 1.934261], [-1.338780, 0.743471, 0.942783], [0.115688, 0.468883, 0.489616], [0.435662, 0.055135, -0.932732], [1.688162, 0.841319, -1.366510], [2.146321, 1.623920, -0.139711], [0.815208, 1.817637, 0.620644], [-1.943119, 1.473237, 0.394201], [0.498325, -0.269893, 1.186555], [0.714056, -0.920827, -0.865541], [-0.428029, 0.111811, -1.520929], [2.322656, 0.050488, -1.757872], [1.410514, 1.541202, -2.146528], [2.608652, 2.538768, -0.494054], [2.682057, 1.007459, 0.577039], [0.176303, 2.586813, 0.171243], [0.993079, 2.210606, 1.619144], [3.692658, -0.275057, 2.373932], [3.113843, -1.589942, 1.787232], [2.968798, -0.637319, 1.850372], [-2.618299, -0.211019, -1.689282], [-2.464187, 0.957154, -2.621824], [-2.105697, 0.618027, -1.793701], [0.432414, -3.555718, -1.524701], [0.610135, -3.495661, -0.001606], [0.592589, -2.952056, -0.791385], [-4.221618, -1.099778, 0.085770], [-2.915706, -2.050180, 0.087134], [-3.301959, -1.220357, -0.204207]], "forces_ev_per_angstrom": [[0.0, 0.3, -0.1], [0.1, -1.1, 0.0], [-0.4, 1.2, 0.7], [0.0, 0.1, 0.9], [-0.7, -0.5, 0.0], [-1.3, -0.6, 0.2], [0.4, 1.0, -0.5], [0.1, 0.1, -0.1], [0.2, -0.1, -0.1], [-0.3, -0.4, -0.2], [0.5, 0.4, 0.0], [0.5, 0.4, -0.1], [-0.1, -0.1, -0.2], [0.3, 0.0, 0.5], [0.8, 0.2, -0.6], [0.0, -0.1, -0.3], [-0.1, -0.6, 0.3], [0.0, -0.2, 0.0], [0.2, 0.2, 0.2], [-0.1, -0.2, -0.1], [0.1, 0.2, 0.7], [0.2, 0.4, -0.1], [-0.4, -0.6, -0.8], [0.0, 0.0, 0.0], [0.0, -0.2, 0.1], [-0.1, 0.3, -0.1], [0.6, -0.6, 0.1], [-0.6, -0.1, 0.3], [-0.1, 0.4, -0.6]]}


{"formula": "C5H19N2O3S", "method": "ωB97M-V/def2-TZVPD", "gap_ev": 6.11, "relative_energy_kcal_mol": 62.0, "total_charge": -1, "e_lumo_ev": 3.13, "symbols": ["C", "C", "S", "C", "N", "C", "C", "N", "H", "H", "H", "H", "H", "H", "H", "H", "H", "H", "H", "H", "H", "H", "H", "O", "H", "H", "O", "H", "H", "O"], "coordinates": [[-0.537143, -2.033299, -0.343207], [-2.128193, -1.915314, -0.252651], [-2.950188, -1.908512, 1.289739], [0.276113, -1.039856, 0.600185], [0.256007, 0.390571, 0.162425], [-0.204168, 1.366792, 1.153294], [-1.127210, 2.312836, 0.442224], [-2.566342, 1.983092, 0.306304], [-0.422370, -3.191200, -0.065068], [-0.234580, -1.846564, -1.408506], [-2.631741, -2.631718, -0.838436], [-2.445728, -1.004446, -0.816858], [-0.042567, -1.038221, 1.743610], [1.339424, -1.170667, 0.612694], [-0.312645, 0.498579, -0.502095], [-0.823200, 0.850916, 1.947282], [0.694219, 1.897921, 1.448917], [-0.713829, 2.658446, -0.594648], [-0.992996, 3.326189, 0.923231], [-2.875804, 1.569303, 1.193411], [-2.642046, 1.351911, -0.465546], [2.413537, -0.016683, 1.312270], [3.596020, 0.592458, 0.565882], [3.455558, -0.069894, 1.264833], [1.527136, -2.106297, -1.954998], [1.749459, -0.707381, -2.242977], [1.705567, -1.521719, -2.593637], [2.607048, 0.855881, -1.639882], [1.549794, 1.137993, -0.372623], [2.480866, 1.408884, -0.875170]], "forces_ev_per_angstrom": [[-0.9, -1.4, 1.0], [1.0, 2.3, -1.0], [-0.1, 0.1, 1.7], [-0.9, 0.1, 1.6], [4.2, -1.4, 6.2], [-0.8, -0.8, -0.2], [0.0, 3.5, -1.2], [1.6, 0.7, 0.8], [0.6, 2.6, -0.4], [-0.3, -0.3, 1.0], [0.2, -1.5, -1.0], [0.5, 0.1, 0.2], [0.2, -0.5, -2.5], [0.5, -1.6, -0.1], [-5.7, 0.5, -7.0], [1.1, 0.6, -0.4], [-0.1, 0.2, 1.0], [-0.6, -1.2, 1.4], [-0.6, -0.9, 0.1], [-0.1, -0.3, -0.8], [-0.5, -0.8, 0.0], [3.3, -0.3, 0.1], [0.0, -0.1, 0.0], [-3.0, 0.4, 0.2], [-1.0, -3.3, 3.9], [0.1, 4.2, 2.1], [1.1, -1.0, -6.1], [-0.1, -0.2, -0.2], [1.7, -0.4, -1.6], [-1.3, 0.6, 1.3]]}


{"formula": "C5H19N2O5", "method": "ωB97M-V/def2-TZVPD", "gap_ev": 8.86, "relative_energy_kcal_mol": 29.9, "total_charge": -1, "e_lumo_ev": 3.42, "symbols": ["C", "O", "C", "C", "C", "N", "C", "N", "H", "H", "H", "H", "H", "H", "H", "H", "H", "H", "H", "H", "H", "O", "H", "H", "O", "H", "H", "O", "H", "H", "O"], "coordinates": [[1.490785, 0.176181, 1.160500], [0.771515, 0.813947, 0.105945], [0.697997, -1.044536, 1.709863], [0.617319, -2.176353, 0.682171], [-0.582102, -2.022386, -0.188297], [0.799922, -0.369734, -2.393848], [0.486707, -1.770522, -2.398935], [-0.120721, -2.444429, -1.527966], [2.472330, -0.103555, 0.768356], [1.626293, 0.801698, 2.122987], [-0.287440, -0.676495, 2.007888], [1.444153, -1.461236, 2.439638], [1.483995, -2.184269, 0.136234], [0.553128, -3.098042, 1.300685], [-0.861930, -0.860330, -0.121668], [-1.507480, -2.497259, 0.084023], [1.513303, -0.077094, -2.880534], [0.777383, 0.125213, -1.429252], [0.590894, -2.280606, -3.314490], [-1.389255, 2.634143, -1.738494], [-1.607682, 2.388463, -0.270429], [-1.713791, 3.115327, -0.994181], [0.945252, 2.733276, -1.414801], [1.580669, 3.563613, -0.205005], [1.520927, 3.417094, -1.221492], [-0.970531, 1.545005, 1.853302], [-0.217720, 1.054174, 0.456443], [-1.481834, 1.475710, 1.029835], [-3.463702, -0.153830, 1.940154], [-2.240746, 0.037341, 1.033957], [-2.927639, -0.660511, 1.267413]], "forces_ev_per_angstrom": [[-1.5, 0.3, 0.9], [0.2, 0.3, 1.1], [2.7, -0.1, -0.8], [-2.5, -0.4, 3.6], [0.5, 3.5, -2.2], [-4.9, -2.5, 5.0], [-0.5, 2.7, 1.2], [-1.4, -0.9, 0.4], [0.0, -0.1, 0.1], [0.1, -0.1, -1.6], [0.3, -0.5, 0.7], [-1.3, 0.6, 0.5], [2.1, -0.2, -1.4], [0.1, 0.1, -0.7], [0.5, -2.4, -0.7], [0.0, -0.7, 0.2], [4.6, 1.5, -3.6], [-0.1, -1.1, -1.5], [0.9, -0.3, -1.3], [0.2, -0.2, -1.2], [-0.4, 1.5, -0.3], [0.0, -0.9, 1.4], [-1.9, -2.2, 0.2], [-0.7, -1.0, -3.0], [2.8, 3.2, 2.7], [-0.6, 0.4, -0.2], [0.6, 0.0, -0.3], [0.9, -0.5, 0.4], [0.9, -0.9, -1.2], [-0.6, 0.1, 0.3], [-0.8, 0.7, 1.2]]}


{"formula": "C5H19N2O5", "method": "ωB97M-V/def2-TZVPD", "s2": 0.772, "spin_multiplicity": 2, "gap_ev": [9.89, 5.88], "relative_energy_kcal_mol": 18.0, "total_charge": 2, "e_lumo_ev": [-6.92, -10.89], "symbols": ["O", "C", "C", "C", "C", "C", "N", "N", "H", "H", "H", "H", "H", "H", "H", "H", "H", "H", "H", "H", "H", "O", "H", "H", "O", "H", "H", "O", "H", "H", "O"], "coordinates": [[-0.112290, -0.926950, -3.430512], [0.167282, -2.003549, -2.972597], [1.219109, -2.273789, -1.924873], [1.586838, -1.063724, -1.030596], [0.293655, -0.363569, -0.558906], [-0.127522, -0.865692, 0.680492], [-1.247042, -0.536473, 1.619546], [-0.175935, 0.623206, -1.277783], [-0.254348, -2.913622, -3.373197], [1.130558, -3.219482, -1.401597], [2.124367, -2.599525, -2.458199], [2.087411, -1.417686, -0.114024], [2.354112, -0.391388, -1.417058], [0.404260, -1.689157, 1.148576], [-0.965886, 0.311158, 2.151331], [-2.155520, -0.465951, 1.147786], [-1.414021, -1.291051, 2.300326], [0.172429, 0.914062, -2.183625], [-0.855327, 1.313483, -0.874296], [1.286147, 1.372953, 2.575742], [0.259586, 1.669636, 3.784255], [0.444184, 1.084284, 3.039789], [-4.142980, -1.047561, -0.842702], [-4.274724, 0.439317, -0.751517], [-3.912919, -0.317435, -0.256543], [0.267937, 2.290576, 0.852001], [-0.733159, 3.393952, 0.506451], [-0.703450, 2.438370, 0.764628], [2.619743, 2.187043, 0.705303], [2.537581, 2.645875, 2.235140], [2.119925, 2.702687, 1.356659]], "forces_ev_per_angstrom": [[0.1, 0.3, 0.5], [0.8, -0.6, -0.2], [1.2, 0.4, -0.2], [-0.4, -0.7, 0.8], [1.8, 0.5, -1.1], [-1.3, -0.7, 2.1], [0.1, -0.4, -1.3], [-1.4, 1.0, 1.6], [-0.5, -0.5, -0.4], [-1.0, 0.0, 0.6], [0.0, 0.6, -0.5], [-0.3, -0.2, -0.3], [-0.6, 0.3, -0.6], [0.4, 0.2, -0.6], [0.1, 0.6, 0.2], [-0.4, 0.8, -0.5], [0.6, 0.1, -0.1], [0.5, -0.7, -0.3], [0.3, -0.8, 0.0], [-1.7, -0.2, 1.0], [0.2, 0.1, -0.1], [1.0, -0.3, -0.8], [0.0, -0.3, 0.2], [0.1, -0.1, 0.5], [0.3, 0.3, -0.5], [-0.7, 0.5, 0.4], [-0.3, -1.0, 0.4], [0.7, 0.7, -0.9], [0.5, 0.4, 0.5], [0.5, 0.3, -0.7], [-0.4, -0.6, 0.1]]}


{"formula": "C5H19NO4", "method": "ωB97M-V/def2-TZVPD", "smiles": "CCCNCCO.O.O.O", "gap_ev": 9.33, "relative_energy_kcal_mol": 81.2, "e_lumo_ev": 0.49, "symbols": ["C", "C", "C", "N", "C", "C", "O", "H", "H", "H", "H", "H", "H", "H", "H", "H", "H", "H", "H", "H", "H", "H", "O", "H", "H", "O", "H", "H", "O"], "coordinates": [[0.536947, -2.258672, 1.737778], [1.592236, -1.095237, 1.507608], [-0.885618, -2.025198, 1.055349], [-0.942989, -1.231468, -0.199304], [-2.263071, -0.654546, -0.540125], [-2.215095, 0.874317, -0.175957], [-1.087591, 1.356383, -0.868657], [0.419496, -2.566558, 2.766328], [1.326351, -2.999121, 1.409436], [1.813243, -0.883752, 0.408079], [1.245237, -0.128732, 1.908663], [2.508540, -1.398604, 2.131467], [-1.206313, -3.130356, 0.770751], [-1.615103, -1.777629, 1.850959], [-0.211822, -0.501603, -0.269102], [-2.079517, -0.499996, -1.569658], [-3.075597, -1.353015, -0.331346], [-3.117207, 1.430524, -0.510906], [-1.825523, 0.988071, 0.932811], [-1.230169, 2.131093, -1.386557], [1.613754, -0.930228, -2.186636], [0.372373, -0.704819, -2.353422], [1.140963, -0.194743, -2.570120], [1.330503, 1.695113, -1.708151], [2.682472, 1.358535, -1.291606], [2.078816, 2.048531, -1.133624], [0.891785, 1.502496, 1.909515], [0.860557, 2.470698, 0.763894], [1.030996, 2.399101, 1.652738]], "forces_ev_per_angstrom": [[1.9, 1.1, -1.8], [-0.2, 0.4, 1.2], [0.6, -3.4, -0.6], [0.7, -0.5, 1.4], [2.2, 1.3, 0.1], [0.2, -0.6, 2.4], [1.1, -0.5, -0.4], [-0.2, 0.6, 0.5], [-2.1, -0.6, -0.7], [-0.1, -0.7, 1.5], [0.2, -0.5, 0.0], [-1.0, 0.7, -1.3], [0.3, 2.0, 0.4], [0.4, 0.6, -0.4], [-0.8, -0.6, 0.4], [-1.0, -0.5, -1.7], [0.0, 0.6, 0.2], [0.4, -0.4, 0.8], [-1.8, 0.0, -1.7], [-0.6, 0.7, -0.4], [2.2, -0.1, 0.1], [-2.5, 0.5, -0.3], [0.2, -0.7, 0.1], [1.2, 0.7, 1.1], [1.6, -1.2, 0.0], [-2.7, 0.6, -1.0], [-0.2, -0.7, 0.0], [-0.4, 0.0, -3.5], [0.6, 1.0, 3.5]]}


The evaluated M for the records listed, in turn: 156.202 172.201 187.285 187.216 187.216 157.210 g mol⁻¹.
The evaluated E_tot for the records listed, in turn: -15157.7155 -17198.4953 -25449.7145 -18710.7570 -18692.7580 -15170.4154 eV.